(1)
Below is C16H46FHfN2O10 as an isolated structure, with properties calculated with the ωB97M-V functional and the def2-TZVPD basis.

Properties
- E_LUMO (Ha) = -0.5216
- F_max (eV/Å) = 6.986
- calculated total energy (eV) = -44781.9511
- highest occupied orbital energy (Ha) = -0.5953
- total charge = +3

XYZ file:
```
76
Properties=species:S:1:pos:R:3:mulliken_charge:R:1
Hf -1.3569 1.5550 1.3710 1.791
F -1.4268 -0.2519 -0.0223 0.297
C 2.7419 -0.2952 2.8707 -1.436
C 1.2674 0.2881 3.0360 0.346
C 1.1706 1.6929 3.7296 -0.777
O 0.0876 2.4699 3.3074 -0.484
C 0.0405 3.6646 4.0885 -0.797
N 0.7504 0.2900 1.6752 0.425
H 3.6102 0.3181 2.6297 0.431
H 2.8288 -1.1778 2.2370 0.378
H 3.2034 -0.7133 3.7652 0.489
H 0.6406 -0.4304 3.5642 0.290
H 2.0398 2.3284 3.5598 0.473
H 0.9716 1.5096 4.7855 0.464
H -0.9065 4.1684 3.8950 0.324
H 0.6777 4.4454 3.6732 0.373
H 0.1117 3.5615 5.1713 0.345
H 0.5622 -0.6954 1.5580 0.189
H 1.5651 0.2879 1.0783 -0.256
C 1.5733 0.7480 -1.8250 -0.049
C 2.9934 0.3446 -1.7589 -0.313
C 3.9939 1.3039 -2.4706 -0.958
O 5.3416 0.9340 -2.0586 -0.326
C 6.4597 1.8655 -2.4182 -0.690
N 3.2767 0.3378 -0.3353 -0.639
H 1.3665 1.7138 -1.3640 0.118
H 0.9803 -0.1175 -1.5295 -0.390
H 1.3336 1.0057 -2.8566 0.621
H 2.9809 -0.6912 -2.0982 0.394
H 3.7829 2.3282 -2.1633 0.406
H 3.7565 1.3592 -3.5330 0.441
H 6.1164 2.8798 -2.2144 0.312
H 6.7960 1.7982 -3.4529 0.289
H 7.3262 1.6386 -1.7971 0.244
H 4.2169 0.0509 -0.1036 0.175
H 3.2098 1.2656 0.0582 0.326
C -3.9347 -2.3060 2.7786 -0.687
C -2.7082 -2.8859 1.9431 0.294
O -1.5991 -2.8377 2.7649 -0.498
O -4.9053 -1.6722 1.9839 -0.642
H -3.7463 -1.8299 3.7408 0.512
H -4.4943 -3.2079 3.0266 0.343
H -2.4828 -2.3280 1.0343 -0.264
H -2.9124 -3.8990 1.5969 0.384
H -1.6002 -2.0524 3.3171 0.241
H -5.5209 -2.2488 1.5253 0.312
C -4.5224 1.0865 0.0420 -0.356
C -3.9457 2.4135 -0.5893 -0.462
O -2.6015 2.5299 -0.5932 -0.457
O -3.7856 0.7702 1.2864 -0.493
H -4.3821 0.2924 -0.6914 0.199
H -5.6033 1.0796 0.1824 0.524
H -4.2738 3.2118 0.0764 0.386
H -4.5042 2.5394 -1.5168 0.429
H -2.3181 3.1952 -1.2246 0.248
H -4.2540 -0.0253 1.5495 0.299
C 1.5812 -2.9228 -1.1757 -0.571
C 0.6350 -4.0529 -0.6397 -0.595
O -0.7318 -3.6450 -0.4623 -0.486
O 1.8291 -1.9853 -0.1676 -0.368
H 1.1987 -2.4748 -2.0929 0.348
H 2.5241 -3.4026 -1.4378 0.512
H 0.9729 -4.6038 0.2380 0.295
H 0.5967 -4.5996 -1.5819 0.374
H -0.6720 -2.6893 -0.3929 0.164
H 2.4720 -1.3849 -0.5518 0.247
C -2.2914 0.6980 -3.8256 -0.077
C -2.0243 -0.6681 -3.2298 0.049
O -2.1555 -1.4749 -4.3799 -0.560
O -1.2424 1.2795 -4.6004 -0.534
H -2.5444 1.3497 -2.9893 -0.349
H -3.2593 0.6647 -4.3258 0.385
H -2.7198 -1.0415 -2.4781 0.315
H -1.0256 -0.8224 -2.8214 -0.054
H -2.1010 -2.4059 -4.1523 0.332
H -1.0317 0.5754 -5.2181 0.436
```

=====

(2)
Below is a 5-piece molecular cluster, C16H46N4O5 overall, with properties calculated with the ωB97M-V functional and the def2-TZVPD basis.

Properties
- E_LUMO (Ha) = 0.0153
- F_max (eV/Å) = 2.013
- calculated total energy (eV) = -33533.2759
- highest occupied orbital energy (Ha) = -0.3294
- SMILES = COC[C@H](C)N.COC[C@H](C)N.COC[C@H](C)N.COC[C@H](C)N.O

XYZ file:
```
71
Properties=species:S:1:pos:R:3:mulliken_charge:R:1
C -1.6159 -4.5559 -1.1153 -0.984
O -0.3160 -3.9989 -1.1200 -0.342
C 0.4711 -4.3916 -0.0174 -1.235
C 1.5728 -3.3964 0.3322 1.468
C 2.5013 -3.1882 -0.8895 -1.241
N 2.3298 -4.0104 1.4451 -0.814
H -2.2507 -4.0237 -0.3979 0.320
H -1.6218 -5.6227 -0.8893 0.363
H -2.0205 -4.3447 -2.1041 0.316
H -0.1513 -4.5516 0.8720 0.443
H 0.9226 -5.3772 -0.1994 0.289
H 1.1449 -2.4525 0.6628 -0.180
H 2.9590 -2.2053 -0.7266 0.257
H 1.9717 -3.0667 -1.8354 0.128
H 3.2595 -3.9591 -1.0081 0.427
H 2.8965 -4.7753 1.0878 0.323
H 3.0294 -3.3013 1.6693 0.298
C 2.1459 0.9893 -3.2639 -0.588
O 1.7379 -0.3641 -3.1612 -0.331
C 0.4507 -0.4537 -2.5869 0.235
C -0.5597 -1.1377 -3.5078 0.540
C -1.9692 -1.0924 -2.8796 -1.340
N -0.2163 -2.5489 -3.7945 -0.730
H 2.2492 1.4134 -2.2611 0.139
H 1.4673 1.5863 -3.8816 0.296
H 3.1202 1.0330 -3.7563 0.297
H 0.5176 -1.0350 -1.6516 -0.257
H 0.0240 0.4625 -2.1550 0.121
H -0.6929 -0.6125 -4.4585 0.349
H -2.6758 -1.3175 -3.6877 0.352
H -2.2445 -0.1382 -2.4303 0.381
H -2.2269 -1.9077 -2.1996 0.144
H 0.7751 -2.4425 -4.0402 0.407
H -0.1855 -2.9783 -2.8621 0.179
C -4.0092 -0.4162 4.3819 -0.754
O -2.7121 0.1534 4.4911 -0.333
C -1.8652 -0.3211 3.4471 -0.616
C -0.4691 -0.6231 3.9889 0.305
C 0.1562 0.6055 4.6945 -1.261
N 0.3464 -1.0012 2.8110 -0.275
H -4.6369 0.1452 5.0756 0.246
H -4.0549 -1.4652 4.6914 0.292
H -4.4136 -0.3431 3.3704 0.319
H -2.1971 -1.2241 2.9296 0.449
H -1.7914 0.4573 2.6767 0.122
H -0.4941 -1.5260 4.5963 0.438
H 0.7844 1.2425 4.0710 0.288
H 0.6822 0.3464 5.6133 0.280
H -0.6502 1.2920 4.9837 0.350
H 1.2503 -1.2682 3.2047 0.263
H 0.6268 -0.1999 2.2382 -0.042
C -1.4600 6.1685 -1.6872 -0.699
O -0.8073 5.9978 -0.4566 -0.347
C 0.5148 5.5132 -0.5768 -0.895
C 0.5629 3.9816 -0.7613 0.449
C -0.4614 3.2664 0.1373 -1.088
N 1.9231 3.5009 -0.4649 -0.574
H -1.0076 6.9589 -2.2982 0.304
H -2.5020 6.4262 -1.5054 0.258
H -1.4655 5.2555 -2.2976 0.287
H 1.0782 5.9728 -1.3999 0.405
H 1.0204 5.8088 0.3453 0.388
H 0.3320 3.7806 -1.8069 0.209
H -0.5620 3.7407 1.1121 0.385
H -0.1236 2.2477 0.3251 0.102
H -1.4146 3.1635 -0.3790 0.311
H 2.3339 3.9105 0.3688 0.225
H 2.5558 3.7893 -1.2075 0.258
O 1.7255 0.5742 0.6765 -0.444
H 2.5445 0.4030 1.1573 0.212
H 1.8609 1.4512 0.2657 0.156
```

=====

(3)
Below is a 7-piece molecular cluster, C16H46O10 overall, with properties calculated with the ωB97M-V functional and the def2-TZVPD basis.

Properties
- E_LUMO (Ha) = 0.0177
- F_max (eV/Å) = 3.740
- calculated total energy (eV) = -37809.9590
- highest occupied orbital energy (Ha) = -0.3436
- SMILES = CC(C)O.CC(C)O.CC(C)O.OCCO.OCCO.OCCO.CO

XYZ file:
```
72
Properties=species:S:1:pos:R:3:mulliken_charge:R:1
C -13.2732 7.7459 -5.4317 -1.259
C -14.1456 8.2398 -6.6304 0.455
C -13.4760 8.0117 -8.0183 -1.126
O -15.4623 7.6055 -6.5944 -0.486
H -13.6892 7.8983 -4.4807 0.352
H -12.2910 8.2678 -5.4685 0.375
H -13.0915 6.6655 -5.4961 0.174
H -14.3391 9.2873 -6.5929 0.438
H -14.1013 8.6050 -8.6385 0.245
H -13.4357 7.0182 -8.4488 0.194
H -12.4663 8.3748 -7.9843 0.452
H -15.4421 6.6379 -6.7566 0.065
C -11.8711 1.7461 -4.0478 -0.711
C -10.7091 1.3752 -4.9528 0.577
C -9.7464 0.3496 -4.2638 -1.387
O -11.2611 0.6852 -6.0656 -0.474
H -12.3110 0.8444 -3.5788 0.261
H -12.6326 2.2148 -4.6295 -0.115
H -11.6371 2.4956 -3.2837 0.368
H -10.0973 2.1560 -5.3605 0.283
H -9.6726 0.6694 -3.2312 0.354
H -8.7559 0.3285 -4.7171 0.354
H -10.1903 -0.6646 -4.3764 0.316
H -11.7707 1.3261 -6.5902 0.309
C -17.5469 9.2748 -8.3629 -1.060
C -18.0970 8.3884 -9.5281 0.315
C -16.9855 7.3395 -9.8636 -0.605
O -19.2541 7.7569 -9.2106 -0.468
H -18.2476 10.1851 -8.2218 0.408
H -16.6195 9.6856 -8.6754 0.288
H -17.5099 8.7503 -7.3719 0.172
H -18.2717 9.0272 -10.4240 0.210
H -16.5415 7.0712 -8.9108 -0.170
H -16.2248 7.7671 -10.5278 0.427
H -17.4049 6.4571 -10.4333 0.273
H -19.9490 8.3683 -9.0503 0.295
O -13.0773 2.1998 -7.5289 -0.600
C -14.3286 2.5913 -7.1562 -0.641
C -14.4394 4.1611 -7.1220 -0.155
O -15.7201 4.5674 -6.5948 0.101
H -12.9890 1.9791 -8.4682 0.296
H -15.1459 2.2189 -7.8435 0.408
H -14.5322 2.1661 -6.1626 0.294
H -14.3246 4.4849 -8.1843 0.207
H -13.7260 4.6159 -6.4257 0.081
H -16.3707 3.8826 -6.7108 -0.016
O -19.1738 2.8533 -9.1865 -0.573
C -18.7891 4.1679 -8.7507 0.159
C -18.8499 4.2595 -7.2524 -0.551
O -18.0376 3.3239 -6.5222 -0.489
H -20.1299 2.7942 -9.2552 0.337
H -17.7539 4.2744 -9.1222 -0.092
H -19.4342 4.9799 -9.2206 0.284
H -19.9228 4.1329 -6.9771 0.398
H -18.5689 5.2742 -6.8760 0.265
H -18.4314 2.4346 -6.6855 0.272
O -12.5467 1.2278 -9.9367 -0.593
C -12.7022 -0.2019 -10.0315 -0.493
C -11.2254 -0.7498 -10.2780 -0.283
O -10.6285 -0.0337 -11.3895 -0.506
H -12.1804 1.4828 -10.8105 0.302
H -13.0802 -0.5748 -9.1237 0.371
H -13.3321 -0.3510 -10.8973 0.297
H -11.3877 -1.8004 -10.3769 0.379
H -10.6773 -0.5997 -9.3036 0.177
H -10.3007 -0.7222 -11.9186 0.294
C -15.7928 4.4676 -3.0916 -0.651
O -14.7561 4.2143 -3.9735 -0.435
H -15.3494 5.0741 -2.3106 0.281
H -16.6533 4.9886 -3.6163 0.190
H -16.1549 3.5532 -2.5947 0.235
H -15.0376 4.3949 -4.8591 0.348
```